A structure of composition C30H62Br4N5O15 at a distorted geometry, computed with wB97M-V/def2-TZVPD.

Each line ends with the Mulliken charge.
Element x y z (Å)
C (-0.09177, 1.04571, -2.79156)  -1.07
C (0.21126, 0.79244, -1.33048)  0.24
N (0.17315, -0.69386, -0.94263)  1.10
C (-1.14093, -1.31398, -1.43584)  -0.25
C (1.28680, -1.43089, -1.66897)  -0.63
C (1.31447, -2.91136, -1.36052)  -1.04
C (0.21536, -0.86202, 0.57121)  0.71
C (1.28773, -0.09270, 1.31978)  -0.59
O (2.57651, -0.12607, 0.68617)  -0.47
C (3.55564, 0.59312, 1.40031)  -0.96
H (0.60109, 0.75702, -3.58039)  0.22
H (-0.08258, 2.13414, -2.89355)  0.41
H (-1.06344, 0.72471, -3.17121)  0.00
H (-0.61838, 1.21630, -0.76480)  -0.23
H (1.24426, 1.11563, -1.21596)  0.26
H (-1.88002, -0.60085, -1.06582)  -0.47
H (-1.32562, -2.20747, -0.84205)  0.40
H (-1.28904, -1.49944, -2.49428)  0.35
H (2.25097, -0.93643, -1.56028)  0.48
H (1.16998, -1.24989, -2.73917)  0.49
H (2.20838, -3.23729, -1.89872)  0.57
H (0.53684, -3.48421, -1.86672)  -0.08
H (1.34425, -3.13317, -0.29721)  0.01
H (0.19934, -1.89695, 0.91067)  -0.61
H (-0.81845, -0.62009, 0.84242)  0.62
H (1.32787, -0.54699, 2.31081)  -0.34
H (1.05406, 0.97071, 1.40164)  0.75
H (4.49288, 0.50402, 0.85578)  0.40
H (3.53024, 0.37516, 2.46992)  0.23
H (3.28821, 1.65679, 1.33789)  0.41
C (-4.33337, 1.71903, 2.68845)  -0.85
C (-5.31530, 1.85603, 1.70498)  0.03
C (-5.00387, 1.40368, 0.31524)  0.19
O (-5.90625, 1.54318, -0.60834)  -0.78
C (-3.75581, 1.04111, -0.13600)  0.47
C (-2.66321, 0.90566, 0.79860)  -0.38
C (-2.97317, 1.27077, 2.35834)  0.65
O (-2.01733, 1.34387, 3.11881)  -0.49
O (-1.50772, 0.46889, 0.57017)  -0.31
O (-6.39087, 2.45430, 2.03057)  -0.75
H (-4.57518, 1.97213, 3.71076)  0.44
H (-3.59465, 0.79615, -1.17704)  -0.07
C (4.76036, 1.57781, -4.60492)  -0.85
N (3.36727, 1.48334, -4.11583)  0.85
O (2.63547, 2.40232, -4.40950)  -0.51
O (3.03162, 0.53529, -3.42983)  -0.43
H (4.62721, 1.48248, -5.68216)  0.29
H (5.45322, 0.86977, -4.16390)  0.34
H (5.06807, 2.60694, -4.43215)  0.30
C (-5.59853, 0.42427, -3.50949)  -0.87
N (-4.14812, 0.32150, -3.76209)  1.01
O (-3.66585, 0.90241, -4.70975)  -0.58
O (-3.57986, -0.35616, -2.93412)  -0.50
H (-6.10075, -0.13118, -4.30559)  0.34
H (-5.86773, 1.45977, -3.69826)  0.25
H (-5.90281, 0.01165, -2.55285)  0.33
C (0.45351, -5.55417, 1.65300)  -0.73
N (-0.27785, -4.35463, 2.21271)  1.01
O (-1.09075, -3.77224, 1.53167)  -0.52
O (-0.04778, -4.06558, 3.37117)  -0.55
H (0.45332, -6.37466, 2.36391)  0.27
H (1.46105, -5.18590, 1.47065)  0.25
H (-0.09887, -5.79145, 0.74758)  0.29
C (-2.01841, -5.59292, -4.38794)  -0.85
N (-1.76868, -4.22558, -3.80228)  0.85
O (-1.37024, -3.39178, -4.58569)  -0.50
O (-2.11929, -3.99385, -2.66131)  -0.42
H (-1.89197, -6.35900, -3.62589)  0.31
H (-1.55674, -5.79214, -5.34796)  0.30
H (-3.10421, -5.57871, -4.50150)  0.32
Br (0.85840, 1.36939, 4.56706)  -0.25
C (-0.77797, 0.22135, 4.22185)  0.89
C (-1.77312, 0.35080, 5.31867)  -0.64
Br (-1.11870, -0.52437, 6.97667)  -0.30
H (-0.30243, -0.72102, 3.95736)  -0.01
H (-1.19506, 0.61070, 3.28872)  -0.83
H (-2.73847, -0.11400, 5.13871)  0.45
H (-1.90202, 1.42583, 5.42819)  0.50
Br (6.04323, 3.77082, 2.74871)  -0.17
C (6.30294, 2.07439, 3.67454)  -0.04
C (5.68777, 2.16364, 5.07646)  -0.58
Br (5.65467, 0.45777, 6.00402)  -0.16
H (7.33843, 1.74516, 3.76165)  0.45
H (5.84162, 1.26215, 3.11425)  -0.21
H (4.67791, 2.53031, 4.89977)  0.36
H (6.23993, 2.88533, 5.67318)  0.39
C (-4.75774, 5.44941, -4.85029)  -1.31
C (-4.18981, 4.02772, -4.75789)  0.18
O (-2.82607, 3.96193, -4.46375)  -0.39
C (-2.32984, 4.57465, -3.29188)  -0.59
C (-2.88231, 3.92057, -2.06246)  -0.58
H (-4.08906, 5.97538, -5.53258)  0.31
H (-5.77965, 5.49795, -5.22446)  0.46
H (-4.78251, 5.84806, -3.83563)  0.26
H (-4.78218, 3.42193, -4.06532)  -0.18
H (-4.35754, 3.53337, -5.71628)  0.44
H (-1.24228, 4.49995, -3.28066)  0.39
H (-2.57942, 5.64174, -3.24756)  0.33
H (-2.44105, 2.92323, -2.16622)  -0.04
H (-3.95209, 3.71480, -2.05521)  0.18
H (-2.56138, 4.42701, -1.15397)  0.50
C (5.69372, -1.98740, 2.38845)  -1.06
C (4.31310, -2.55896, 2.79057)  -0.12
O (3.65883, -1.78838, 3.80119)  -0.07
C (2.55376, -2.38067, 4.47152)  0.87
C (2.44069, -1.73193, 5.86499)  -0.91
H (6.12505, -2.52911, 1.54807)  0.35
H (5.60610, -0.93309, 2.12925)  -0.03
H (6.39493, -1.97219, 3.22343)  0.35
H (3.64943, -2.72305, 1.93679)  0.00
H (4.52790, -3.55186, 3.19884)  0.55
H (1.74286, -2.05163, 3.81142)  -0.67
H (2.43990, -3.46764, 4.49447)  0.39
H (2.70092, -0.68354, 5.73368)  0.11
H (2.87382, -2.28469, 6.69535)  0.31
H (1.36978, -1.65631, 6.07763)  0.09

Summary:
- max |F| (eV/Å) = 8.21
- total charge = -1
- E_HOMO (eV) = -3.50
- E_tot (hartree) = -12878.0254